C39H42AsF6N8O7S4Y | wB97M-V/def2-TZVPD

HOMO (alpha / beta): -2.5 / -5.1 eV
orbital gap (alpha / beta): 4.44 / 7.09 eV
charge: -1
2S+1: 2
relative energy (zero: lowest compared OMol25 entry of this formula, charge and spin): 0.843 eV

Each line ends with the Mulliken charge.
Geometry (Å):
Y -0.0415 -0.0152 -0.0036  -0.85
N -2.1379 1.4738 0.6021  1.14
C -2.9113 0.8931 1.6616  -0.60
C -3.5797 1.6064 2.6328  -0.46
C -4.2405 0.8995 3.6436  -0.79
C -4.2223 -0.4800 3.6649  -0.91
C -3.5312 -1.2260 2.6848  1.07
C -3.3985 -2.6491 2.6839  -1.53
C -2.7068 -3.2388 1.6101  -0.79
C -2.1312 -2.4518 0.6478  -0.73
N -2.0927 -1.0823 0.6849  1.27
C -2.8661 -0.5031 1.6698  0.31
H -2.2013 2.4832 0.6192  0.23
H -2.5771 1.1809 -0.2764  -0.60
H -3.5863 2.6913 2.6128  0.43
H -4.7763 1.4393 4.4160  0.38
H -4.7356 -1.0156 4.4580  0.37
H -3.8734 -3.2452 3.4536  0.36
H -2.6434 -4.3158 1.5045  0.47
H -1.6731 -2.8981 -0.2230  0.70
F 2.4862 -2.7763 4.2408  -0.21
C 1.9534 -3.6499 3.3850  0.41
F 0.7441 -3.9920 3.8117  -0.21
F 2.7241 -4.7327 3.3414  -0.23
S 1.8856 -2.8365 1.7367  1.02
O 0.9161 -1.7693 1.8778  0.11
O 3.2418 -2.4757 1.4439  -0.74
N 1.3181 -4.0471 0.8980  -0.73
S 0.9018 -3.7206 -0.5729  1.06
O 0.9319 -2.2830 -0.8152  -0.01
O -0.2081 -4.4917 -1.0223  -0.70
C 2.2877 -4.4094 -1.5844  0.51
F 3.4712 -3.9486 -1.1893  -0.20
F 2.2925 -5.7346 -1.4684  -0.23
F 2.1055 -4.0938 -2.8688  -0.20
N 4.5340 4.5608 4.4426  -0.65
C 3.8945 3.9076 3.7415  -0.30
C 3.1022 3.0912 2.8680  0.38
C 1.9883 3.6176 2.2106  -0.89
C 1.2390 2.8000 1.3772  -0.16
C 1.5283 1.4471 1.1314  1.96
C 2.6492 0.9663 1.8358  -0.17
C 3.4219 1.7450 2.6846  -0.78
H 1.7195 4.6567 2.3645  0.45
H 0.3568 3.2482 0.9268  0.40
H 2.9486 -0.0718 1.7324  0.07
H 4.2695 1.3201 3.2104  0.51
C 3.6905 1.1163 -1.2052  -0.30
C 4.8978 1.3091 -2.1560  -0.98
N 4.7617 0.4677 -3.3473  -0.26
C 3.5619 0.8898 -4.0696  -1.25
C 2.3230 0.8487 -3.1397  0.66
N 2.6625 0.2619 -1.8330  0.85
C 3.2718 -1.0576 -2.0802  0.01
C 4.5725 -0.9180 -2.9092  -1.24
H 3.2293 2.0674 -0.9355  0.12
H 3.9941 0.6415 -0.2745  0.41
H 5.8310 1.0487 -1.6526  0.37
H 4.9835 2.3483 -2.4826  0.26
H 3.4301 0.2317 -4.9314  0.28
H 3.7278 1.8992 -4.4537  0.43
H 1.5144 0.2613 -3.5749  0.27
H 1.9422 1.8532 -2.9654  -0.96
H 2.5356 -1.6658 -2.6029  0.22
H 3.4668 -1.5180 -1.1134  -0.19
H 4.5419 -1.5611 -3.7918  0.35
H 5.4460 -1.2129 -2.3231  0.40
O -0.4733 0.4422 2.5641  0.80
N -0.1137 0.0889 3.7432  -0.34
C -0.5625 -1.0691 4.2771  -0.25
C -0.2107 -1.4247 5.5596  -0.86
C 0.6174 -0.6069 6.3115  -0.50
C 1.0695 0.5720 5.7420  -0.86
C 0.6917 0.9043 4.4594  -0.38
H -1.2028 -1.6482 3.6279  0.44
H -0.5945 -2.3574 5.9492  0.48
H 0.9070 -0.8818 7.3172  0.39
H 1.7160 1.2531 6.2783  0.49
H 0.9702 1.8072 3.9390  0.72
O -5.2735 1.2570 -1.5271  -0.69
S -4.5193 1.0655 -2.7319  1.09
O -4.6650 2.0376 -3.7830  -0.70
N -2.9162 0.8825 -2.3832  -0.53
C -2.4732 -0.2869 -2.7552  0.90
S -0.8633 -0.8039 -2.6502  -0.71
C -3.5158 -1.1927 -3.3380  0.12
C -3.3884 -2.5032 -3.7618  -0.62
C -4.5265 -3.1488 -4.2290  -0.68
C -5.7587 -2.5026 -4.2648  -0.49
C -5.8878 -1.1889 -3.8303  -0.83
C -4.7451 -0.5664 -3.3747  0.04
H -2.4305 -3.0037 -3.7051  0.50
H -4.4571 -4.1771 -4.5603  0.40
H -6.6299 -3.0359 -4.6244  0.38
H -6.8432 -0.6805 -3.8391  0.47
C -1.9018 3.9823 -1.4611  -1.27
As -0.4004 2.7908 -1.8547  1.40
C -0.6802 2.6568 -3.7845  -1.20
C 0.9740 4.2028 -1.8464  -1.32
H -1.9306 4.7858 -2.1971  0.45
H -1.7699 4.4223 -0.4712  0.37
H -2.8378 3.4282 -1.4974  0.15
H -0.4883 3.6228 -4.2511  0.53
H -1.7161 2.3654 -3.9583  0.31
H -0.0296 1.8980 -4.2086  0.27
H 0.6751 4.9985 -2.5309  0.49
H 1.9472 3.8194 -2.1520  0.31
H 1.0758 4.6096 -0.8421  0.35

=====

C7H8FNOS2 | wB97M-V/def2-TZVPD

HOMO: -9.1 eV
orbital gap: 9.12 eV
SMILES: CC#C/C=C/F.O=C1NSCS1

Each line ends with the Mulliken charge.
Geometry (Å):
C -2.8673 -0.8655 0.5564  -0.89
C -2.9820 0.3718 1.4380  1.13
C -2.9607 1.2316 2.2662  -0.43
C -2.7865 2.1530 3.3236  -0.85
C -3.7222 2.8935 3.7812  0.08
F -3.6726 4.0218 4.5269  -0.23
H -1.7620 -1.0525 0.2870  0.19
H -3.1677 -1.7828 1.1097  0.25
H -3.5502 -0.7292 -0.3475  0.27
H -1.6508 2.4616 3.3936  0.22
H -4.7989 2.5977 3.5433  0.27
O 4.1654 -1.4228 -5.1902  -0.60
C 3.9168 -1.3876 -3.9745  0.54
N 4.5913 -2.0568 -3.1000  -0.26
S 4.7638 -1.3576 -1.4987  -0.01
C 3.1303 -0.6875 -1.5701  -0.47
S 2.6992 -0.2663 -3.2933  -0.09
H 5.0993 -2.9705 -3.3791  0.29
H 2.3336 -1.3399 -1.0403  0.30
H 3.2211 0.1881 -0.8320  0.29

=====

C2H3F2N | wB97M-V/def2-TZVPD

HOMO (alpha / beta): -8.5 / -8.5 eV
orbital gap (alpha / beta): 7.20 / 7.21 eV
relative energy (zero: lowest compared OMol25 entry of this formula, charge and spin): 3.760 eV

Each line ends with the Mulliken charge.
Geometry (Å):
C 1.2546 0.3967 0.3378  -0.17
C -0.8934 -0.9762 -0.2385  0.18
N 0.0937 -0.1125 0.0542  -0.01
F -2.0327 -0.7840 0.3233  -0.13
F -0.9133 1.8713 -0.2219  -0.78
H 1.9154 -0.2549 0.7867  0.31
H 1.4534 1.4591 0.1049  0.30
H -0.8776 -1.5995 -1.1465  0.31

=====

One value per record, in order, for molecular weight: 1140.9; 205.3; 79.0 u.